No. 1
The following is a DFT calculation (ωB97M-V with the def2-TZVPD basis set) of a structure of composition C23H55N7O8Si2.

Geometry as XYZ:
```
95
Properties=species:S:1:pos:R:3:forces:R:3
C -2.75487 -4.92112 -1.04872 0.310 -0.182 0.108
C -1.43078 -5.20878 -0.85635 -0.166 1.167 -0.235
Si -0.75642 -5.11845 0.86125 -0.276 1.062 -0.698
C -1.70647 -6.40146 1.84637 0.683 -0.339 0.116
C -1.46883 -6.48559 3.36930 -0.692 -0.190 -0.135
C -1.36686 -5.19891 4.14586 0.173 -0.198 0.528
N -2.29107 -4.17549 3.82766 0.232 0.235 0.108
O -0.53810 -5.05878 5.01727 0.152 0.166 -0.302
O 0.88941 -5.39959 0.83815 -0.213 0.353 0.305
Si 1.81715 -4.42269 1.80963 0.405 -0.181 0.316
H -3.14572 -3.91579 -0.88138 -0.400 -0.460 1.714
H -3.49009 -5.66329 -1.36047 0.318 0.431 -1.751
H -0.80993 -5.49014 -1.71003 -0.433 -2.022 0.350
H -1.02282 -3.78473 1.45566 0.166 -0.003 0.120
H -1.39568 -7.36929 1.43475 -0.136 -0.029 -0.071
H -2.76394 -6.30844 1.59806 0.011 0.242 0.036
H -0.61256 -7.10827 3.61977 0.123 0.189 -0.013
H -2.33923 -7.00076 3.79842 0.053 -0.054 0.061
H -3.17251 -4.30183 4.31332 -0.144 -0.193 -0.288
H -1.87732 -3.31095 4.16727 -0.140 0.035 0.076
H 1.54470 -2.99031 1.59469 -0.036 -0.010 -0.124
H 3.25168 -4.68447 1.55412 -0.040 -0.054 -0.167
H 1.54544 -4.78574 3.21395 -0.009 0.090 0.042
C 1.28314 -1.66993 5.53087 0.019 -0.163 -0.068
O 0.99159 -1.53826 4.35838 -0.048 0.036 -0.057
N 0.98586 -0.77375 6.49212 0.018 0.042 0.136
C 1.35318 -0.97987 7.87708 -0.088 0.126 -0.108
C 0.27269 0.43454 6.11483 0.042 -0.103 -0.078
H 1.82252 -2.55373 5.90944 -0.013 -0.003 0.015
H 0.46284 -0.99991 8.50901 0.031 -0.026 0.053
H 2.00900 -0.17728 8.22141 0.016 -0.030 0.055
H 1.87597 -1.92812 7.98105 0.000 -0.018 -0.016
H -0.68880 0.18222 5.66671 -0.013 0.041 -0.007
H 0.84694 0.99885 5.37984 -0.031 0.032 -0.009
H 0.11106 1.04755 6.99802 0.010 -0.012 0.026
C -4.64413 0.01944 -0.79837 -0.088 -0.012 -0.057
O -5.23750 -1.04488 -0.83433 0.016 -0.012 0.019
N -3.48556 0.23135 -0.15789 0.113 0.180 0.058
C -2.81440 1.52281 -0.14556 -0.216 -0.348 0.068
C -2.87265 -0.87480 0.55531 -0.160 -0.090 -0.049
H -5.02540 0.92215 -1.30755 0.011 0.004 0.005
H -1.82122 1.44138 -0.57290 0.051 0.056 0.012
H -2.72562 1.88241 0.88163 0.052 0.095 -0.033
H -3.39355 2.24307 -0.72225 -0.019 -0.010 -0.010
H -2.67333 -1.69903 -0.12993 0.070 -0.022 0.032
H -3.54867 -1.24010 1.33004 0.043 -0.052 0.023
H -1.94143 -0.54654 1.00946 0.015 0.037 -0.031
C 0.75912 -3.48396 -2.80905 -0.060 0.020 0.182
O -0.41997 -3.27829 -3.00772 0.053 0.053 -0.204
N 1.70207 -3.53563 -3.77312 0.092 -0.025 0.077
C 3.09740 -3.77349 -3.46687 -0.224 -0.035 -0.309
C 1.29350 -3.34706 -5.15411 -0.072 0.024 0.114
H 1.16394 -3.65849 -1.79558 0.015 0.010 -0.008
H 3.69094 -2.93097 -3.82185 0.134 -0.169 0.024
H 3.44240 -4.68427 -3.96128 0.088 -0.005 0.062
H 3.22968 -3.88208 -2.39214 -0.013 0.012 0.014
H 0.82549 -2.37019 -5.27964 -0.010 -0.004 -0.042
H 0.56588 -4.10692 -5.44007 -0.006 0.012 -0.041
H 2.16509 -3.41839 -5.80054 0.025 -0.008 0.013
C -0.18018 3.82812 -1.21021 0.169 0.007 0.165
O -0.09902 2.71829 -0.69955 0.144 0.080 -0.073
N -0.10038 4.04116 -2.53520 -0.104 0.048 -0.124
C -0.18625 5.36369 -3.12474 0.088 -0.239 -0.088
C 0.08801 2.89399 -3.40652 0.007 -0.042 0.156
H -0.31968 4.74183 -0.62077 -0.004 -0.037 -0.062
H -1.03370 5.40411 -3.81505 0.038 0.088 -0.042
H 0.73246 5.57962 -3.67483 -0.047 0.066 -0.057
H -0.32335 6.11145 -2.34955 0.061 -0.172 0.010
H -0.73949 2.19155 -3.29535 0.011 -0.018 -0.027
H 1.01238 2.38180 -3.14219 0.010 -0.044 -0.098
H 0.14580 3.22894 -4.43877 0.026 0.038 -0.002
C 3.99556 1.65454 -4.18719 -0.026 0.009 -0.057
O 3.58541 2.79124 -4.06170 -0.032 0.065 0.035
N 4.30855 0.83441 -3.16605 0.034 -0.064 -0.138
C 4.79191 -0.51194 -3.39492 -0.003 0.308 0.315
C 4.15239 1.32018 -1.80293 -0.054 0.074 -0.117
H 4.14512 1.18769 -5.17656 0.015 -0.006 0.009
H 4.11698 -1.22615 -2.92671 0.046 -0.047 0.029
H 5.78787 -0.62719 -2.96129 0.012 -0.123 -0.050
H 4.84539 -0.71557 -4.46276 -0.019 0.033 -0.017
H 3.11545 1.60049 -1.61571 0.001 -0.003 0.049
H 4.77457 2.20119 -1.64482 -0.002 0.002 0.036
H 4.44558 0.53849 -1.10689 0.003 -0.028 -0.012
C -1.68394 7.69104 -0.94572 -0.070 -0.052 0.069
O -1.11298 6.76076 -0.40219 -0.104 0.298 0.104
N -1.66506 8.95664 -0.50137 -0.042 0.127 -0.014
C -2.36200 10.02659 -1.18710 0.098 -0.022 0.140
C -0.91757 9.25463 0.71041 -0.010 -0.115 -0.045
H -2.27540 7.56216 -1.86802 0.012 0.009 -0.006
H -1.65698 10.79818 -1.50128 -0.037 0.027 -0.035
H -3.10607 10.47778 -0.52844 -0.028 0.029 -0.042
H -2.86616 9.63363 -2.06725 0.000 -0.022 -0.007
H 0.13209 8.99244 0.57924 0.013 0.012 0.033
H -1.30826 8.67426 1.54595 0.022 0.014 0.027
H -1.00231 10.31493 0.93304 -0.018 0.017 -0.023
```
Positions in Å, forces in eV/Å.

Summary:
highest occupied orbital energy = -0.2709 Eh
calculated total energy = -2473.5372 Eh
charge = 0
orbital gap = 0.29223 hartree


No. 2
The following is a DFT calculation (ωB97M-V with the def2-TZVPD basis set) of a cluster of 4 separate species, C23H56BClFN3O16P5S2 in total.

Geometry as XYZ:
```
108
Properties=species:S:1:pos:R:3:forces:R:3
C 1.04774 -2.73965 1.51562 0.160 -0.229 -0.171
C 0.14582 -1.79182 1.32130 -0.922 0.127 0.290
C 0.27366 -0.59632 0.40076 0.762 -0.452 -1.240
C 0.96252 -1.04814 -0.90576 0.146 -0.026 -0.309
C 0.09654 -1.88722 -1.85803 0.466 -0.671 -0.127
C -0.02788 -3.40581 -1.57254 -1.004 0.212 -0.741
C -1.37814 -3.74430 -0.90272 0.557 0.528 1.058
N -1.25765 -4.65446 0.27842 -0.703 -0.142 -0.634
O -0.93253 -0.03233 -0.05018 0.103 0.358 0.246
P -1.46209 1.40597 0.70000 -1.034 -0.621 2.329
F -1.70860 0.44263 2.12927 -0.018 0.467 0.065
C -1.88145 3.02886 1.55374 0.277 -0.297 0.823
C -2.34833 2.93701 3.01013 -0.386 0.792 0.407
C -3.81328 2.52621 3.15294 0.340 0.190 -0.845
Cl -4.62669 3.39162 4.52149 0.034 -0.475 0.094
C -3.23702 0.90948 0.25513 -0.738 -0.108 -1.143
B -3.94087 1.84658 -0.77718 -0.076 -0.018 -0.194
O -3.87054 1.56061 -2.14237 0.457 0.079 0.466
O -4.64734 3.01074 -0.40227 0.638 -0.107 0.191
N -1.21237 2.48819 -0.84502 0.747 -0.706 0.692
C -0.69618 1.99698 -1.79449 -1.354 0.380 -1.372
S -0.46939 1.43772 -3.26999 0.787 -0.090 -0.089
O 0.14003 1.67351 1.27846 -0.162 -0.409 -1.249
C 1.01918 0.56455 1.18280 -0.627 0.660 0.500
C 1.34707 0.31996 2.66438 1.414 0.418 -0.060
N 2.56907 -0.48670 2.87069 -0.472 -0.358 0.582
P 2.48969 1.37140 0.32415 0.262 0.284 0.584
S 3.81852 2.20192 1.50674 0.151 0.007 -0.049
H 1.05422 -3.32035 2.43080 -0.522 -0.459 -0.283
H 1.80585 -3.01251 0.79325 0.468 0.549 0.287
H -0.77025 -1.83939 1.90603 0.264 0.567 0.442
H 1.27728 -0.17339 -1.48092 -0.227 0.134 0.105
H 1.88414 -1.61122 -0.73232 -0.002 0.071 0.239
H -0.90986 -1.49077 -1.98826 0.093 0.316 0.085
H 0.58224 -1.80947 -2.83635 -0.022 0.163 0.016
H 0.82211 -3.83773 -1.05457 -0.058 0.051 0.199
H -0.05442 -3.88428 -2.55193 0.269 -0.122 0.063
H -2.11136 -4.11791 -1.62100 0.134 -0.071 -0.107
H -1.78681 -2.80342 -0.52254 -0.072 -0.015 -0.067
H -1.87331 -4.27061 0.98764 0.193 -0.013 0.216
H -1.72650 -5.51703 0.01790 0.249 -0.200 0.108
H -0.95324 3.59958 1.57735 0.027 -0.038 -0.196
H -2.59702 3.64572 1.00897 -0.082 -0.302 -0.207
H -1.69195 2.35575 3.65440 0.011 -0.229 -0.199
H -2.31005 3.95846 3.40899 0.095 -0.003 -0.038
H -3.95205 1.45293 3.22973 -0.102 0.028 0.419
H -4.33953 2.87183 2.26452 -0.165 -0.064 0.075
H -3.84905 0.73820 1.13879 0.342 0.353 0.294
H -3.16517 -0.06844 -0.22434 0.155 0.005 0.024
H -3.36809 2.27013 -2.56052 -0.265 -0.045 -0.471
H -4.07843 3.75627 -0.62657 -0.348 0.278 -0.072
H 0.47393 -0.03312 3.20442 -0.089 -0.269 -0.283
H 1.54950 1.31955 3.05446 -0.173 0.043 -0.044
H 3.28774 0.09755 3.27957 0.072 0.178 -0.290
H 2.35917 -1.16583 3.59363 0.060 -0.293 -0.222
H 1.87933 2.40052 -0.41348 -0.198 -0.461 -0.279
H 3.03969 0.51074 -0.64010 0.004 0.049 0.102
C 3.94023 -8.01275 -4.51671 -0.010 0.130 -0.303
O 3.34709 -6.70322 -4.36433 0.445 -2.496 2.154
P 3.05080 -6.09259 -2.84104 -0.686 6.424 -1.111
O 1.72180 -5.48503 -2.99348 -0.085 -0.980 0.037
O 4.22235 -4.97605 -2.97850 0.163 -0.344 0.143
C 5.54150 -5.33352 -3.38625 -0.231 0.169 -0.222
O 3.22968 -6.14050 -1.18358 0.456 -3.049 -1.117
C 3.71712 -7.35056 -0.57447 -0.048 0.103 0.038
H 3.34597 -8.58358 -5.22862 -0.041 0.023 0.033
H 4.95355 -7.90787 -4.90694 -0.009 0.015 0.034
H 3.98056 -8.56315 -3.57530 0.000 -0.052 -0.034
H 5.63327 -5.17186 -4.46121 0.106 -0.067 0.003
H 5.78022 -6.37606 -3.15382 0.072 0.027 0.029
H 6.24840 -4.68680 -2.87250 -0.052 0.028 0.040
H 4.71117 -7.60644 -0.95321 0.006 -0.018 0.083
H 3.02828 -8.17826 -0.76029 0.029 -0.026 0.080
H 3.78313 -7.18326 0.49704 -0.035 0.090 -0.019
C -7.03765 5.78977 8.75401 -0.143 0.064 0.233
O -6.77831 7.21478 8.74720 1.093 -2.332 -1.927
P -5.97940 7.90129 7.46533 -0.836 5.899 0.488
O -5.04761 8.83289 8.11427 0.211 -0.593 0.048
O -7.30488 8.68131 6.91826 -0.011 -0.359 -0.034
C -8.52348 7.96828 6.73915 0.092 0.168 0.123
O -5.34419 7.71300 5.95537 -0.503 -2.894 1.311
C -5.24497 6.36239 5.42655 -0.032 0.161 0.018
H -6.71649 5.38304 9.71114 0.046 0.048 -0.011
H -8.10834 5.61602 8.63810 0.021 0.023 -0.023
H -6.50741 5.26701 7.95697 -0.002 -0.042 0.041
H -9.14953 8.07936 7.62693 0.005 -0.094 0.008
H -8.35566 6.90465 6.54986 -0.098 -0.001 -0.060
H -9.04729 8.39286 5.88500 0.060 0.013 -0.037
H -6.23403 5.90054 5.37500 0.053 -0.052 -0.107
H -4.58755 5.75746 6.05058 0.048 -0.008 -0.076
H -4.82969 6.41354 4.42620 0.016 0.113 0.021
C 5.57228 -0.33954 -8.32543 -0.099 -0.302 -0.166
O 5.86992 -1.40598 -7.39317 -0.463 3.457 0.273
P 6.00250 -1.07799 -5.75693 1.082 -6.638 2.791
O 7.19225 -1.91550 -5.48174 0.110 0.516 -0.275
O 4.63151 -1.84662 -5.36119 -0.140 0.749 -0.278
C 3.39308 -1.49047 -5.98074 0.033 -0.190 -0.018
O 6.03428 -0.17723 -4.34877 -0.520 2.254 -2.576
C 5.85931 1.25352 -4.43030 -0.064 -0.051 0.118
H 6.28763 -0.38530 -9.14505 0.037 -0.018 0.049
H 4.56704 -0.47726 -8.72647 0.000 0.028 0.031
H 5.63412 0.64635 -7.86293 0.015 0.028 -0.062
H 3.20406 -2.15170 -6.82802 0.023 0.055 -0.039
H 3.38875 -0.45272 -6.32527 -0.083 0.004 0.014
H 2.59705 -1.61783 -5.25108 0.058 0.013 0.066
H 4.89406 1.50519 -4.87736 -0.003 0.065 0.076
H 6.66516 1.70427 -5.01470 -0.006 0.040 0.052
H 5.89079 1.65321 -3.42062 0.000 -0.097 0.034
```
Positions in Å, forces in eV/Å.

Summary:
highest occupied orbital energy = -0.2139 Eh
calculated total energy = -5366.2741 Eh
charge = -1
orbital gap = 0.22694 hartree